DFT (ωB97M-V/def2-TZVPD) results for 5 unconnected molecules or ions with the total composition C3H17Br2N3O3 in a non-equilibrium geometry.

Geometry as XYZ:
```
28
Properties=species:S:1:pos:R:3:mulliken_charge:R:1
H -0.42133 -26.18138 3.08098 0.26
H -3.41799 -20.98557 -1.51168 0.38
H -2.56062 -29.29912 -4.93159 0.39
C 0.04323 -26.87606 3.78077 -0.50
Br 1.86875 -27.36396 3.00696 -0.16
N -6.19970 -29.64684 0.40406 -0.45
H -3.71536 -28.12739 -5.02712 0.38
H -6.24915 -30.08472 -0.50473 0.37
C -3.39191 -25.77255 -0.91088 0.67
H -4.13610 -22.44648 -1.70342 0.25
H -5.05743 -21.20168 -1.15604 0.39
H -2.67869 -25.70452 0.56571 0.28
O -2.97180 -24.95545 0.04171 -0.43
O -3.63237 -25.37881 -2.01816 -0.70
H -7.10222 -29.24187 0.60788 0.39
Br -2.61282 -27.57637 4.52768 -0.20
N -3.35970 -28.89012 -4.46868 -0.47
H -4.57286 -21.25064 -2.70143 0.39
H -0.96941 -28.63415 2.89300 0.34
H -3.07707 -28.47315 -3.59325 0.32
H -4.01519 -29.58264 -4.13576 0.36
O -3.38198 -26.98755 -0.78235 -0.76
H -5.49094 -28.95368 0.21097 0.29
C -0.78603 -28.12518 3.83927 -0.55
H -0.53804 -28.94552 4.51280 0.41
H 0.31174 -26.34777 4.69560 0.39
H -5.90909 -30.22480 1.17971 0.39
N -4.28221 -21.44841 -1.75459 -0.44
```

## Properties
Max |F| = 6.130 eV Å⁻¹
HOMO energy = -12.6 eV
Net charge = +2
E_tot = -154067.90810 eV
LUMO level = -6.27 eV
Spin multiplicity = 1

=====

DFT (ωB97M-V/def2-TZVPD) results for 4 unconnected molecules or ions with the total composition C3H17N2O3 in a non-equilibrium geometry.

Geometry as XYZ:
```
25
Properties=species:S:1:pos:R:3:mulliken_charge:R:1
H -0.64389 -0.56087 -2.66160 0.35
H 1.36764 -0.52469 -1.37082 0.20
H -0.89176 0.72377 0.33473 0.39
H -2.66397 0.78957 -0.04511 0.37
H -0.72178 -1.32759 -0.63881 0.30
H -0.02078 -0.58550 2.70576 0.35
H -2.03758 -1.16414 0.68100 0.43
C -1.69527 -0.97061 -0.33646 -0.97
N -1.70051 0.57044 -0.27171 -0.10
H -2.42049 -1.31463 -1.07339 0.38
H 1.59535 -1.30733 1.16900 0.28
O -0.91228 -0.19639 2.91140 -0.63
O 1.58368 -1.55648 2.07332 -0.68
C -0.26971 0.42808 -2.38820 -0.68
H -0.83633 -0.52095 3.82776 0.33
H -0.90871 2.17645 -1.41336 0.38
O 2.97188 0.63006 1.20449 -0.61
N 0.82248 0.32909 -1.37042 -0.45
H 1.49597 1.07217 -1.51687 0.20
H 2.44573 -1.38260 2.48328 0.34
H 3.26194 1.21350 1.91152 0.29
H 0.04437 0.95732 -3.28196 0.40
H 3.75430 0.15560 0.89769 0.33
H -2.26767 1.17318 -2.21860 0.36
C -1.35261 1.19255 -1.61261 -0.55
```

## Properties
Max |F| = 3.753 eV Å⁻¹
HOMO energy = -14.0 eV
Net charge = +1
E_tot = -12502.75202 eV
LUMO level = -2.75 eV
Spin multiplicity = 1

=====

DFT (ωB97M-V/def2-TZVPD) results for 5 unconnected molecules or ions with the total composition C3H17N2O4 in a non-equilibrium geometry.

Geometry as XYZ:
```
26
Properties=species:S:1:pos:R:3:mulliken_charge:R:1
C -0.44658 -1.04076 -0.50680 0.34
N -2.76974 -1.13945 0.20101 -0.56
H -1.02386 -2.22343 2.94137 0.33
H -0.59209 -3.18682 -0.38128 0.34
H -2.05461 -1.48603 3.60235 0.33
H -1.20044 3.24360 -1.21489 0.31
H 2.93088 -0.38777 1.42894 0.30
H 1.10258 -2.52135 -0.08094 0.39
O -1.42086 -1.32916 2.88416 -0.66
O -0.45024 2.93055 -1.71144 -0.61
C 0.01361 -2.35642 0.00378 -1.22
H 0.15407 3.66400 -1.89907 0.29
N 0.55278 -0.06966 -1.05815 -0.21
H 2.87675 1.84471 -1.42635 0.27
C -1.65386 -0.48242 -0.32931 -0.10
H -2.49402 -1.64060 1.04049 0.28
H -0.10814 -2.33512 1.08595 0.06
H 0.22410 0.82516 -1.47154 0.30
H -3.47864 -0.47901 0.48740 0.30
O 1.96338 2.01658 -1.18051 -0.57
H 3.22288 1.07815 1.81159 0.32
H 2.23617 2.65926 -0.52156 0.31
O 3.14438 0.47052 1.06729 -0.61
H -1.84298 0.53631 -0.65673 0.25
H 0.98275 0.35117 -0.23098 0.44
H 1.18975 -0.59005 -1.65219 0.37
```

## Properties
Max |F| = 2.131 eV Å⁻¹
HOMO energy = -12.1 eV
Net charge = +1
E_tot = -14550.27130 eV
LUMO level = -2.81 eV
Spin multiplicity = 1

=====

DFT (ωB97M-V/def2-TZVPD) results for 5 unconnected molecules or ions with the total composition C3H17NO4 in a non-equilibrium geometry.

Geometry as XYZ:
```
25
Properties=species:S:1:pos:R:3:mulliken_charge:R:1
H -1.17501 3.48929 -0.40656 0.34
O 0.40654 -0.80908 2.38845 -0.58
H -3.16203 0.82040 -2.02620 0.34
H -0.50001 -3.42381 -0.11516 0.32
H -0.18124 3.21407 1.00156 0.36
H 1.32549 -2.23115 0.70856 0.33
H 2.55717 1.17554 -1.11612 0.29
C -2.45396 1.53753 -1.62512 -0.94
H -1.17260 1.21078 0.97025 0.25
C -0.35741 2.88398 -0.01712 -1.19
C -0.62981 1.39599 0.03034 -0.25
O -1.02183 -2.73775 0.32386 -0.63
H 0.54744 3.19589 -0.54312 0.25
O 2.22658 -2.54904 0.82316 -0.62
H -1.65152 -0.12927 -0.78493 0.17
H -0.30720 -0.76452 1.74193 0.27
H 2.65868 -1.82944 1.27909 0.32
H -0.05564 -1.09528 3.18399 0.29
H 0.30134 0.88874 0.24564 0.33
H -1.51684 -2.38135 -0.42475 0.32
H -2.09531 2.21607 -2.40789 0.29
H 2.24102 -0.23757 -1.67995 0.31
H -2.94641 2.24122 -0.94145 0.29
O 2.84530 0.26356 -1.13488 -0.62
N -1.32632 0.77151 -1.09223 -0.23
```

## Properties
Max |F| = 1.025 eV Å⁻¹
HOMO energy = -9.0 eV
Net charge = 0
E_tot = -13066.15576 eV
LUMO level = 0.30 eV
Spin multiplicity = 1

=====

DFT (ωB97M-V/def2-TZVPD) results for 12 unconnected molecules or ions with the total composition C3H18F9O18S3 in a non-equilibrium geometry.

Geometry as XYZ:
```
51
Properties=species:S:1:pos:R:3:mulliken_charge:R:1
O -1.98257 8.87706 -13.22212 -0.69
H -3.20351 8.97320 -22.71701 0.31
H -7.64086 5.67764 -14.72716 0.31
S -1.55342 9.51081 -14.49768 1.04
H -3.10068 6.38261 -12.04265 0.35
O -1.75793 10.89241 -14.63931 -0.57
O -3.94824 8.72889 -22.16754 -0.64
F -2.44900 8.92872 -17.05667 -0.24
H 0.94977 12.51032 -14.29322 0.33
O -4.58333 16.77726 -9.85145 -0.66
F -1.39782 16.24217 -11.88131 -0.21
S -2.89176 2.55658 -21.50692 1.05
H -3.55425 8.43457 -21.34633 0.33
H 1.88333 13.47906 -13.59903 0.31
F -2.71619 7.26923 -15.65776 -0.20
O -8.26037 9.03290 -17.30753 -0.66
F -4.08474 8.95705 -15.60575 -0.23
H -6.24466 5.39079 -15.23727 0.33
H -2.80470 11.22408 -9.49697 0.29
O -2.33406 16.05491 -9.20838 -0.67
F -4.36885 2.94948 -19.32228 -0.22
H -3.71481 12.80970 -16.31382 0.34
H -2.82072 4.92492 -11.74490 0.29
H 0.01402 14.47781 -17.16587 0.31
C -3.64899 3.72016 -20.10235 0.61
O 1.86569 12.78631 -14.25934 -0.65
O -4.02427 1.91811 -22.27990 -0.69
H -1.41992 14.86964 -16.87923 0.33
O -0.51940 15.18516 -16.80347 -0.65
O -2.00298 1.58579 -20.82838 -0.66
O -7.13584 5.57537 -15.53383 -0.64
O -3.39927 5.49693 -12.24919 -0.63
O -2.12872 3.43064 -22.47358 -0.69
H 2.70332 6.68805 -12.79545 0.30
C -2.79596 8.58399 -15.79071 0.55
F -2.61464 4.14455 -19.50892 -0.18
H -8.21595 8.71893 -18.21068 0.32
O -3.95076 13.47912 -16.95603 -0.62
H -2.17410 11.83586 -10.72984 0.33
H 2.54552 7.90606 -13.68058 0.36
O -0.20415 9.16636 -14.83628 -0.65
S -3.15288 16.97779 -10.01656 1.07
H -7.82596 8.35124 -16.79484 0.34
F -3.08237 17.51187 -12.56408 -0.25
O -2.74134 18.38862 -9.87777 -0.67
H -4.87524 13.31657 -17.14351 0.29
F -4.39190 4.67898 -20.64910 -0.21
O -2.15901 11.87434 -9.77354 -0.62
C -2.70840 16.41785 -11.87520 0.58
O 3.18354 7.44143 -13.13903 -0.67
F -3.29533 15.35519 -12.35589 -0.19
```

## Properties
Max |F| = 5.503 eV Å⁻¹
HOMO energy = -2.8 eV
Net charge = -3
E_tot = -97223.41140 eV
LUMO level = 5.03 eV
Spin multiplicity = 1

=====

DFT (ωB97M-V/def2-TZVPD) results for 6 unconnected molecules or ions with the total composition C3H18N2O7 in a non-equilibrium geometry.

Geometry as XYZ:
```
30
Properties=species:S:1:pos:R:3:mulliken_charge:R:1
O -3.63023 -1.43799 0.17167 -0.67
H 0.60878 0.53801 2.98815 0.24
H 1.12645 0.76495 -1.07566 0.33
N 1.35798 0.29354 -0.20149 -0.05
H -4.25373 -0.75517 0.60502 0.34
H 0.70944 3.43814 -3.06217 0.31
O 0.62407 3.52500 -2.10997 -0.61
H 2.28382 1.23361 1.64150 0.15
N 0.39672 -0.38841 2.94288 -0.54
O -0.70305 -0.73957 -0.06680 -0.66
H 0.57580 -1.09208 -3.10974 0.32
H -1.45495 -2.30886 -0.81007 0.45
H 1.82485 -1.71522 -3.75412 0.33
H -2.98579 0.15452 0.95509 0.42
H -3.71705 -1.39122 -0.77627 0.31
O 2.46675 2.48318 -0.07194 -0.52
C 0.86255 -1.10756 1.77303 -0.72
H -3.18805 1.48523 1.54931 0.29
H 3.51414 0.69032 0.24300 0.23
H 1.95851 -1.28606 1.77014 0.35
C 0.35783 -0.47250 0.43643 0.61
H 2.22984 3.16490 0.50767 0.28
H 1.61606 3.72750 -2.09479 0.30
H -0.99304 -3.76202 -0.45955 0.25
O -1.50241 -3.24126 -0.99258 -0.64
C 2.47012 1.01533 0.51937 -0.27
H -0.62906 -0.35899 3.06335 0.26
H 0.49281 -2.19416 1.79564 0.23
O -3.56890 0.67476 1.51810 -0.68
O 1.14973 -0.93795 -3.89520 -0.66
```

## Properties
Max |F| = 4.511 eV Å⁻¹
HOMO energy = -9.7 eV
Net charge = 0
E_tot = -20713.62678 eV
LUMO level = 0.25 eV
Spin multiplicity = 1

=====

| no. | Kohn-Sham gap (eV) |
| --- | --- |
| 1 | 6.352 |
| 2 | 11.209 |
| 3 | 9.251 |
| 4 | 9.328 |
| 5 | 7.813 |
| 6 | 9.965 |